{
  "formula": "C23H51CsN3O4SSiTa",
  "method": "ωB97M-V/def2-TZVPD",
  "largest_force_ha_per_bohr": 0.063,
  "charge": 2,
  "gap_ev": 7.666,
  "molar_mass_da": 807.68,
  "species": ["Ta", "Cs", "S", "Si", "O", "O", "O", "O", "N", "N", "N", "C", "C", "C", "C", "C", "C", "C", "C", "C", "C", "C", "C", "C", "C", "C", "C", "C", "C", "C", "C", "C", "C", "C", "H", "H", "H", "H", "H", "H", "H", "H", "H", "H", "H", "H", "H", "H", "H", "H", "H", "H", "H", "H", "H", "H", "H", "H", "H", "H", "H", "H", "H", "H", "H", "H", "H", "H", "H", "H", "H", "H", "H", "H", "H", "H", "H", "H", "H", "H", "H", "H", "H", "H", "H"],
  "coordinates": [[1.59425, -0.27844, -1.32239], [4.22175, -1.25954, -3.69054], [0.67822, -0.21437, 0.80919], [-1.37360, 0.22274, 1.27630], [-1.37472, 0.76320, 2.82756], [-2.01592, 1.37882, 0.29743], [-1.55168, -2.79134, -2.40463], [-2.28199, -1.13536, 1.14176], [0.57953, -1.67084, -2.30199], [3.28574, -1.25331, -1.16939], [2.08082, 1.28597, -2.45083], [-0.74875, 1.97542, 3.40211], [5.23896, -2.72876, -0.70690], [-3.83759, 0.36243, -0.98273], [-1.87425, 2.89399, 3.85579], [0.12936, 2.69062, 2.38817], [-3.68985, 2.82709, -0.60114], [3.15083, -2.89403, 0.69036], [-4.25942, 1.30225, 1.30398], [-3.74737, -2.83628, 2.00818], [-3.46729, 1.45308, 0.01517], [-0.49804, -2.26345, -2.30890], [0.09476, 1.49960, 4.57558], [3.36276, 1.80242, -3.00770], [3.10712, -3.67443, -1.69346], [3.69910, -2.64902, -0.71830], [0.69422, 1.41018, -4.46045], [-2.29064, -2.46995, 1.78266], [0.96811, 3.43760, -3.03469], [-0.35715, 1.51014, -2.18174], [3.84693, -0.12530, -0.33634], [0.84066, 1.91014, -3.02087], [-1.51829, -2.42003, 3.08684], [-1.65197, -3.45920, 0.82542], [1.72319, 3.77490, -3.75449], [-4.15607, 0.29552, 1.73192], [-4.87933, 0.50583, -1.30834], [5.54133, -3.64948, -0.17456], [-0.41084, 2.06502, -1.23590], [0.54772, 3.59345, 2.85863], [-3.74777, -0.62944, -0.52610], [3.48672, 1.55809, -4.08481], [3.65216, -2.26819, 1.43686], [0.55963, 0.31824, -4.50111], [5.68782, -2.79243, -1.71818], [-1.45144, 3.77008, 4.36685], [-1.27915, 1.74709, -2.74200], [0.96043, 2.05325, 2.07054], [-4.30405, -2.83640, 1.06288], [4.23768, 1.43156, -2.44003], [3.39435, 2.89875, -2.91693], [-1.51632, -3.42004, 3.54427], [-0.41872, 0.39939, -1.98633], [0.88112, 0.81183, 4.23660], [-2.13045, -3.43267, -0.15810], [-4.22311, -2.14559, 2.71396], [-2.45660, 3.25879, 2.99863], [-0.52669, 0.99339, 5.32492], [-0.58459, -3.24952, 0.69870], [0.57360, 2.36025, 5.06407], [-3.96038, 2.04871, 2.04921], [-3.18721, 0.40871, -1.86544], [1.21802, 3.82469, -2.03772], [4.73847, 0.32804, -0.81216], [-3.42272, 3.62107, 0.10921], [4.13815, -0.49417, 0.66038], [3.07605, 0.69714, -0.17354], [-0.44283, 3.01269, 1.51044], [-0.47565, -2.12362, 2.92276], [2.06994, -2.70853, 0.75385], [5.69727, -1.88159, -0.17424], [-1.75893, -4.47503, 1.23444], [1.58218, 1.67404, -5.05397], [3.73015, -3.82623, -2.59906], [-2.53747, 2.38226, 4.56337], [-4.75116, 2.94455, -0.85976], [3.07986, -4.65342, -1.18183], [0.00466, 3.87025, -3.34322], [2.07320, -3.43350, -1.99304], [-3.09674, 2.94536, -1.51690], [-3.81349, -3.84751, 2.43174], [-1.98822, -1.73108, 3.79586], [-0.18705, 1.88946, -4.91725], [3.34296, -3.94746, 0.96115], [-5.32432, 1.46140, 1.08026]],
  "atomic_forces_ev_per_a": [[0.0, -0.4, -0.2], [0.8, -0.2, -2.0], [0.8, -0.1, -0.5], [-2.7, 0.6, 1.3], [0.7, -0.1, -0.8], [0.4, -0.9, 0.0], [2.9, 1.3, 0.3], [1.0, 0.1, 0.2], [-0.7, -0.3, 0.2], [-1.0, 0.9, 2.2], [0.1, -0.6, 0.1], [-0.2, -0.3, 0.0], [0.2, -0.3, 0.1], [-0.2, -0.2, 0.0], [-0.1, 0.1, 0.1], [0.2, 0.4, 0.0], [-0.1, 0.1, 0.1], [0.1, -0.4, 0.2], [-0.4, 0.0, 0.2], [-0.2, 0.0, 0.1], [0.0, 0.1, -0.2], [-2.1, -0.7, -0.7], [0.0, 0.0, 0.2], [-0.2, 0.2, 0.4], [0.0, -0.5, -0.1], [0.2, 0.2, -0.2], [-0.2, 0.0, -0.2], [0.1, 0.3, -0.1], [-0.2, 0.1, 0.1], [-0.2, 0.0, 0.2], [0.7, -0.6, 0.0], [0.6, 0.5, -0.9], [-0.1, -0.2, 0.4], [0.0, -0.2, -0.2], [-0.2, 0.0, 0.2], [0.0, 0.3, -0.1], [0.3, -0.1, 0.1], [-0.1, 0.4, -0.3], [0.1, -0.3, -0.2], [-0.1, -0.3, -0.1], [0.0, 0.3, -0.2], [-0.1, 0.2, 0.6], [-0.1, -0.2, -0.1], [0.0, 0.2, 0.0], [-0.2, 0.0, 0.5], [-0.1, -0.2, -0.1], [0.3, -0.3, 0.3], [-0.1, 0.2, 0.1], [0.1, 0.1, 0.2], [-0.6, 0.1, -0.3], [0.0, -0.4, 0.0], [0.0, 0.3, -0.1], [-0.5, 0.8, -0.2], [-0.2, 0.1, 0.1], [0.0, 0.0, 0.2], [0.1, -0.1, -0.2], [0.1, -0.1, 0.2], [0.1, 0.1, -0.2], [0.0, 0.0, 0.0], [-0.1, -0.2, -0.1], [-0.1, -0.2, -0.2], [-0.1, 0.0, 0.1], [-0.1, -0.1, -0.2], [-0.6, 0.0, 0.3], [0.0, -0.2, -0.2], [-0.4, 0.4, -0.3], [0.9, -0.2, 0.1], [0.0, -0.1, 0.1], [-0.1, 0.0, 0.0], [0.3, -0.1, -0.1], [-0.1, -0.3, -0.1], [0.1, 0.3, -0.2], [-0.4, 0.0, 0.1], [-0.3, 0.0, 0.5], [0.1, 0.1, -0.2], [0.3, 0.0, 0.0], [0.0, 0.4, -0.3], [0.3, -0.1, 0.1], [0.5, -0.1, 0.2], [-0.1, 0.0, 0.2], [0.0, 0.2, -0.1], [0.2, 0.0, -0.1], [0.4, -0.2, 0.0], [-0.1, 0.5, 0.0], [0.3, -0.1, 0.1]],
  "lowdin_charge": [1.38, 1.26, 0.50, -0.02, -0.15, -0.18, 0.20, -0.16, -0.08, -0.48, -0.26, -0.61, -0.05, -0.02, -0.02, -0.07, -0.02, -0.04, -0.02, -0.02, -0.60, -0.36, -0.02, -0.18, -0.08, -0.65, -0.03, -0.61, -0.03, -0.09, -0.19, -0.65, -0.03, -0.03, 0.09, 0.08, 0.11, 0.12, 0.09, 0.11, 0.08, 0.06, 0.09, 0.08, 0.05, 0.10, 0.12, 0.03, 0.10, 0.04, 0.09, 0.11, 0.03, 0.09, 0.07, 0.10, 0.08, 0.10, 0.07, 0.10, 0.08, 0.08, 0.11, 0.09, 0.10, 0.10, 0.05, 0.08, 0.07, 0.05, 0.09, 0.11, 0.08, 0.05, 0.10, 0.10, 0.11, 0.11, 0.06, 0.08, 0.10, 0.10, 0.11, 0.11, 0.11]
}

---

{
  "formula": "C23H52B3ClN3O7P2S",
  "method": "ωB97M-V/def2-TZVPD",
  "largest_force_ha_per_bohr": 0.051,
  "charge": 1,
  "gap_ev": 7.726,
  "molar_mass_da": 644.59,
  "species": ["Cl", "S", "P", "P", "O", "O", "O", "O", "O", "O", "O", "N", "N", "N", "C", "C", "C", "C", "C", "C", "C", "C", "C", "C", "C", "C", "C", "C", "C", "C", "C", "C", "C", "C", "C", "C", "C", "B", "B", "B", "H", "H", "H", "H", "H", "H", "H", "H", "H", "H", "H", "H", "H", "H", "H", "H", "H", "H", "H", "H", "H", "H", "H", "H", "H", "H", "H", "H", "H", "H", "H", "H", "H", "H", "H", "H", "H", "H", "H", "H", "H", "H", "H", "H", "H", "H", "H", "H", "H", "H", "H", "H"],
  "coordinates": [[-0.63776, -0.91636, -1.97046], [-4.42506, 0.74283, 0.09243], [-1.46671, 2.30601, -1.08293], [-3.10448, -0.13871, -0.97029], [-0.47063, 3.59939, -0.96289], [2.59692, 0.40778, -6.85344], [1.57648, 0.03928, 2.11360], [1.29268, -0.31128, -5.17804], [1.12955, -2.17719, -0.10411], [-2.93642, -3.43977, 1.13178], [-2.12127, -3.30084, -1.05648], [-1.16712, 1.89022, -2.70211], [-1.31120, -0.37939, -0.40610], [-1.86096, 0.53182, 2.07472], [2.99010, 1.00941, -3.05793], [-3.09748, -1.39805, 4.08057], [-1.26167, -1.49030, 0.64006], [-0.60264, -1.01109, -6.38575], [0.11921, -1.12057, -5.04886], [1.61416, -0.15949, -6.49578], [0.87432, 1.18130, -0.60175], [2.09691, 0.29398, -0.80557], [3.20766, 1.09155, -1.54431], [-1.85089, -1.62724, 3.21842], [1.81339, 1.68168, 4.51381], [1.22837, -3.04042, 3.05155], [-1.58995, -4.61267, -1.23585], [0.37036, -3.47045, 1.83998], [3.37127, 2.53155, -1.09668], [0.20906, 3.71284, 1.99191], [-0.54868, 0.90942, -0.03246], [-2.00636, -0.91506, 1.88169], [-0.97155, 2.72217, 1.85174], [0.46503, 1.08389, 4.04997], [0.32747, 4.35799, 3.38763], [-0.69910, 1.23930, 1.49992], [0.56642, -0.84069, -7.35686], [-2.15075, -2.79949, 0.21348], [0.09791, -2.29828, 0.79698], [0.48258, 0.78445, 2.48512], [1.19241, 2.00980, 0.01215], [-3.97226, -1.70711, 3.52211], [-0.07147, 5.35561, 3.39167], [0.42621, -2.14660, -4.82611], [-1.63945, -5.24079, -0.34988], [1.23544, -3.84768, 3.76857], [2.34117, 2.14489, 3.69387], [1.92494, 0.94223, -3.27540], [-3.55712, -1.44405, -1.23159], [1.83685, -0.60774, 2.78585], [-0.51360, -3.97756, 2.22001], [-0.54685, -4.53194, -1.52039], [-0.01760, 4.55002, 1.35563], [0.86958, -2.16636, 3.57627], [-1.96557, 0.72669, 3.05924], [1.91245, -1.92477, 0.41660], [-0.99003, 4.34628, -0.62667], [1.68168, 2.36603, 5.33747], [3.34217, 2.67110, -0.02109], [-0.10870, 3.74755, 4.16601], [-1.78902, -2.70089, 3.15446], [-1.22356, -0.11408, -6.39874], [2.25980, -2.94027, 2.73466], [-1.81245, 3.15117, 1.32145], [-3.05078, 0.34063, -2.28164], [-0.47539, -0.73767, -4.21705], [-2.99070, -1.92368, 5.01539], [2.55943, 3.13407, -1.49499], [4.13175, 0.55990, -1.34301], [2.57516, -0.18049, 0.03331], [4.28529, 2.96871, -1.47601], [-1.91302, 2.27185, -3.26833], [3.41995, 0.11411, -3.47693], [-1.24272, -1.86440, -6.59990], [1.38052, 4.42622, 3.62314], [-3.23217, -0.34557, 4.30632], [-2.10088, -5.13010, -2.02947], [-1.37867, 2.68624, 2.85257], [-3.05970, -1.05869, 1.67471], [3.34914, 1.88937, -3.57558], [0.96352, -1.79853, -7.69450], [-1.00809, -1.27946, 3.80365], [-0.26167, 2.17421, -3.06179], [0.31276, -0.22186, -8.21159], [0.92597, -4.25946, 1.35483], [1.88440, -0.49599, -1.50896], [2.45714, 0.88263, 4.85425], [-0.39122, 1.64026, 4.41528], [0.41194, 0.10633, 4.52590], [0.85607, 1.66746, -1.56588], [1.17462, 3.36240, 1.64687], [-2.54683, -4.25955, 1.46656]],
  "atomic_forces_ev_per_a": [[-0.2, -0.4, 0.5], [0.2, -0.1, 0.1], [-1.1, 0.2, -0.1], [-2.6, 0.5, 0.0], [0.0, 0.1, 0.4], [0.1, 0.2, 0.2], [-0.6, -1.0, -0.7], [-0.1, 0.0, -0.1], [-0.3, 0.8, 0.4], [0.7, 0.0, 0.7], [0.8, 0.0, 0.1], [0.1, 0.0, 0.4], [1.0, -0.3, -1.0], [0.1, -0.5, -1.0], [-0.6, 0.3, 0.4], [0.3, 0.6, -0.5], [-0.9, -0.3, 0.2], [0.0, 0.0, -0.1], [-0.1, -0.1, 0.0], [0.1, -0.2, -0.4], [0.9, -0.6, 0.6], [0.9, -0.1, -0.9], [0.1, -0.1, -0.1], [-0.4, -0.4, 0.8], [-0.3, -0.4, -0.2], [0.0, -0.6, -0.3], [0.2, -0.2, -0.3], [-0.7, 0.3, 0.7], [-0.3, 0.2, 0.0], [-0.8, 0.5, 0.0], [0.1, 1.9, -0.8], [-0.3, 0.1, 0.5], [0.4, 0.2, 0.5], [0.0, -0.2, -0.3], [0.8, -0.7, -0.4], [0.6, -0.1, 0.4], [-0.4, 0.1, 0.4], [-0.5, -0.4, -0.7], [1.1, -0.5, 0.1], [0.5, 0.1, 0.7], [0.0, 0.2, 0.5], [-0.3, -0.3, 0.1], [-0.4, 0.3, 0.2], [0.0, 0.0, 0.0], [-0.2, 0.0, 0.3], [0.0, -0.2, 0.3], [0.2, 0.5, -0.1], [-0.1, 0.1, -0.1], [0.9, -0.2, 0.2], [0.3, 0.6, 0.1], [-0.2, 0.1, 0.1], [0.3, 0.1, 0.0], [0.2, 0.3, -0.6], [-0.1, 0.3, 0.0], [0.0, 0.3, 0.0], [0.1, -0.5, -0.5], [0.3, -0.1, 0.0], [0.1, 0.3, 0.1], [0.2, -0.1, 0.3], [-0.3, 0.1, 0.2], [0.3, -0.2, -0.4], [0.0, 0.0, 0.0], [0.3, 0.4, 0.0], [-0.1, -0.1, -0.6], [0.7, 0.0, 0.2], [0.1, 0.1, -0.3], [-0.2, -0.2, 0.3], [-0.2, 0.2, -0.1], [0.3, -0.1, 0.2], [-0.3, 0.3, 0.7], [0.3, 0.0, -0.1], [0.0, 0.0, -0.2], [0.2, -0.2, -0.2], [0.0, 0.0, 0.0], [0.3, 0.3, 0.2], [-0.1, 0.3, 0.2], [-0.4, 0.0, -0.3], [-0.2, -0.3, 0.3], [-0.3, 0.0, -0.3], [0.3, 0.1, -0.2], [0.0, 0.0, -0.1], [0.4, 0.1, -0.2], [0.0, -0.1, -0.2], [0.2, -0.1, -0.1], [0.2, -0.1, -0.5], [-0.3, -0.3, 0.0], [0.2, -0.2, 0.2], [-0.1, 0.1, 0.1], [-0.3, -0.2, 0.2], [-0.6, 0.0, -0.4], [0.1, -0.5, 0.0], [-0.5, 0.0, -0.1]],
  "lowdin_charge": [0.94, 0.30, 0.85, 0.37, -0.26, 0.15, 0.15, -0.01, 0.09, 0.20, -0.01, -0.19, -0.47, 0.06, -0.06, -0.05, -0.14, -0.14, -0.19, -0.47, -0.20, -0.18, -0.39, -0.18, -0.08, -0.07, -0.02, -0.11, -0.07, -0.20, -0.35, -0.29, -0.15, -0.14, -0.07, -0.30, -0.06, -0.72, -0.47, -0.46, 0.09, 0.09, 0.07, 0.13, 0.10, 0.09, 0.07, 0.05, 0.02, 0.10, 0.09, 0.10, 0.08, 0.05, 0.10, 0.11, 0.07, 0.08, 0.08, 0.06, 0.10, 0.12, 0.09, 0.09, -0.03, 0.03, 0.08, 0.08, 0.13, 0.09, 0.09, 0.05, 0.08, 0.12, 0.07, 0.08, 0.10, 0.10, 0.07, 0.09, 0.13, 0.09, 0.05, 0.13, 0.12, 0.07, 0.07, 0.09, 0.09, 0.06, 0.10, 0.13]
}